No. 1
{
  "formula": "C6H8",
  "method": "ωB97M-V with the def2-TZVPD basis set",
  "de_lowest_ev": 5.293,
  "smiles": "C1=CC1C1C=C1.[H][H]",
  "homo_energy_ha": -0.334,
  "energy_ha": -233.19250,
  "lumo_ha": 0.051,
  "species": ["C", "C", "C", "C", "C", "C", "H", "H", "H", "H", "H", "H", "H", "H"],
  "xyz": [[-0.52, -0.56, 1.41], [0.32, -1.53, 1.23], [-0.57, -1.21, 0.06], [-0.01, -0.55, -1.18], [-0.04, 0.93, -1.41], [1.11, 0.44, -1.08], [-0.41, 2.77, 1.33], [-0.93, 0.20, 2.05], [1.14, -2.14, 1.59], [-1.40, -1.90, -0.16], [-0.05, -1.21, -2.06], [-0.65, 1.79, -1.66], [-0.17, 2.36, 0.75], [2.16, 0.59, -0.86]]
}

No. 2
{
  "formula": "C6H8",
  "method": "ωB97M-V with the def2-TZVPD basis set",
  "de_lowest_ev": 1.420,
  "smiles": "C1=C[C@H]2C[C@H]2C1",
  "homo_energy_ha": -0.320,
  "energy_ha": -233.33481,
  "lumo_ha": 0.044,
  "species": ["C", "C", "C", "C", "C", "C", "H", "H", "H", "H", "H", "H", "H", "H"],
  "xyz": [[-0.73, -1.08, -0.03], [-1.59, 0.16, 0.18], [-0.78, 1.23, -0.06], [0.64, 0.88, -0.36], [1.48, 0.11, 0.61], [0.69, -0.68, -0.34], [-0.86, -1.75, 0.80], [-0.99, -1.72, -0.98], [-2.65, 0.05, 0.52], [-1.26, 2.30, 0.00], [1.12, 1.42, -1.15], [2.50, 0.28, 0.19], [1.15, 0.03, 1.73], [1.28, -1.23, -1.11]]
}

No. 3
{
  "formula": "C6H8",
  "method": "ωB97M-V with the def2-TZVPD basis set",
  "de_lowest_ev": 3.736,
  "smiles": "C1=C[C@H]2C[C@H]2C1",
  "homo_energy_ha": -0.307,
  "energy_ha": -233.24973,
  "lumo_ha": 0.043,
  "species": ["C", "C", "C", "C", "C", "C", "H", "H", "H", "H", "H", "H", "H", "H"],
  "xyz": [[-1.64, 0.40, 0.03], [-0.36, 0.54, -0.80], [1.01, 0.87, -0.20], [1.29, -0.36, 0.65], [0.22, -1.16, 0.73], [-0.75, -0.82, -0.32], [-1.60, 0.74, 1.08], [-2.57, 0.69, -0.46], [-0.56, 0.85, -1.83], [1.06, 1.81, 0.38], [1.74, 0.97, -1.01], [2.29, -0.65, 0.93], [-0.03, -2.00, 1.37], [-0.10, -1.88, -0.57]]
}

No. 4
{
  "formula": "C6H8",
  "method": "ωB97M-V with the def2-TZVPD basis set",
  "de_lowest_ev": 2.103,
  "smiles": "C#CCC1CC1",
  "homo_energy_ha": -0.358,
  "energy_ha": -233.30974,
  "lumo_ha": 0.043,
  "species": ["C", "C", "C", "C", "C", "C", "H", "H", "H", "H", "H", "H", "H", "H"],
  "xyz": [[2.19, -0.81, 0.05], [1.47, 0.17, 0.03], [0.47, 1.21, -0.06], [-0.93, 0.64, -0.10], [-1.34, -0.51, 0.76], [-1.34, -0.71, -0.70], [2.98, -1.55, -0.10], [0.80, 1.87, -0.90], [0.55, 1.89, 0.79], [-1.75, 1.35, -0.09], [-0.56, -1.02, 1.29], [-2.24, -0.36, 1.40], [-0.58, -1.36, -1.02], [-2.27, -0.79, -1.25]]
}

No. 5
{
  "formula": "C6H8",
  "method": "ωB97M-V with the def2-TZVPD basis set",
  "de_lowest_ev": 1.885,
  "smiles": "C=C/C=C\\C=C",
  "homo_energy_ha": -0.332,
  "energy_ha": -233.31774,
  "lumo_ha": 0.035,
  "species": ["C", "C", "C", "C", "C", "C", "H", "H", "H", "H", "H", "H", "H", "H"],
  "xyz": [[-0.34, 0.15, -1.74], [-1.66, 0.19, -1.69], [0.87, -0.72, 0.24], [0.57, -0.79, -1.05], [0.78, 0.60, 2.34], [0.23, 0.20, 1.20], [0.15, 1.02, -2.18], [-2.13, 1.17, -1.75], [-2.31, -0.56, -1.24], [1.63, -1.39, 0.65], [1.16, -1.46, -1.67], [1.68, 0.20, 2.79], [0.22, 1.28, 2.98], [-0.85, 0.11, 1.10]]
}

No. 6
{
  "formula": "C6H8",
  "method": "ωB97M-V with the def2-TZVPD basis set",
  "de_lowest_ev": 7.646,
  "homo_energy_ha": [-0.325, -0.307],
  "energy_ha": -233.10601,
  "lumo_ha": [-0.022, -0.007],
  "species": ["C", "C", "C", "C", "C", "C", "H", "H", "H", "H", "H", "H", "H", "H"],
  "xyz": [[1.59, -0.41, -0.03], [2.38, -1.10, -0.76], [1.15, 0.28, 1.28], [0.36, 0.35, 0.09], [-1.75, -1.58, -0.14], [-0.14, 1.45, -0.76], [0.92, -0.43, 2.07], [1.73, 1.14, 1.62], [-1.14, -2.24, -0.70], [-2.43, -0.92, -0.64], [-1.88, -1.75, 0.91], [-0.98, 1.13, -1.37], [0.64, 1.80, -1.44], [-0.47, 2.29, -0.14]]
}

No. 7
{
  "formula": "C6H8B2Cl2F10NO18S2Y",
  "method": "ωB97M-V with the def2-TZVPD basis set",
  "total_charge": -1,
  "homo_energy_ha": [-0.243, -0.243],
  "energy_ha": -4445.89729,
  "spin_multiplicity": 2,
  "lumo_ha": [0.041, -0.135],
  "species": ["Y", "Cl", "O", "O", "O", "O", "Cl", "O", "O", "O", "O", "N", "S", "O", "O", "F", "S", "O", "O", "F", "B", "F", "F", "F", "F", "B", "F", "F", "F", "F", "C", "C", "O", "C", "O", "O", "H", "H", "H", "H", "C", "C", "O", "C", "O", "O", "H", "H", "H", "H"],
  "xyz": [[0.33, 0.79, 0.90], [0.91, 3.67, 2.61], [1.27, 4.90, 2.02], [0.78, 3.75, 4.02], [-0.42, 3.24, 2.20], [1.85, 2.58, 2.31], [4.19, 0.10, -0.10], [5.36, 0.89, 0.21], [3.04, 0.95, -0.20], [4.40, -0.52, -1.33], [4.13, -0.83, 0.95], [-1.84, 0.85, 0.68], [-3.08, 1.76, 0.22], [-3.54, 2.78, 1.11], [-4.00, 1.26, -0.76], [-2.17, 2.67, -0.72], [-3.04, 0.09, 1.70], [-4.09, -0.73, 1.12], [-3.28, 0.64, 3.00], [-1.97, -1.19, 1.96], [0.81, -0.28, 3.47], [0.44, -1.52, 3.92], [1.45, 0.39, 4.46], [1.67, -0.42, 2.37], [-0.16, 0.49, 3.06], [0.61, 3.85, -1.18], [-0.21, 4.67, -0.57], [0.17, 3.70, -2.46], [1.77, 4.61, -1.52], [0.87, 2.76, -0.42], [-0.44, -4.90, 0.79], [0.99, -4.92, 0.27], [1.41, -3.57, 0.44], [0.38, -2.82, 0.57], [0.44, -1.59, 0.46], [-0.73, -3.55, 0.86], [-0.64, -5.46, 1.71], [-1.06, -5.37, 0.03], [0.90, -5.13, -0.80], [1.67, -5.71, 0.61], [-1.69, 0.19, -4.20], [-0.68, -1.04, -4.47], [0.12, -0.91, -3.31], [-0.14, 0.12, -2.63], [0.24, 0.28, -1.42], [-1.11, 0.76, -3.11], [-2.69, -0.20, -3.97], [-1.73, 0.90, -5.02], [-0.14, -1.06, -5.41], [-1.31, -1.93, -4.43]]
}